{"formula": "C2H11N3O2", "method": "ωB97M-V/def2-TZVPD", "elements": ["O", "O", "N", "N", "N", "C", "C", "H", "H", "H", "H", "H", "H", "H", "H", "H", "H", "H"], "xyz": [[-1.488893, -3.072212, 1.059792], [2.834669, 1.954178, -1.868145], [0.572015, 0.613387, -1.252072], [-1.657448, 0.698779, -1.074876], [-0.530884, -0.106249, 0.899462], [-0.424462, 0.398434, -0.465484], [0.777638, 0.211473, 1.793951], [1.024281, 1.235184, 1.731938], [-2.458103, -2.983068, 1.021628], [-1.642540, 0.584729, -2.090633], [1.593559, -0.293107, 1.326028], [-1.170462, -3.540860, 0.304421], [2.209549, 1.281478, -1.621717], [3.524952, 1.868231, -1.105878], [0.540095, -0.126104, 2.796819], [-2.431182, 0.160996, -0.662322], [-1.354333, 0.234083, 1.350038], [0.081547, 0.880645, -2.142951]], "forces_ev_per_angstrom": [[-0.7762, 0.6043, 1.1615], [3.1724, 0.5785, 1.8898], [-0.3178, -0.6021, 0.6069], [-1.6964, -1.1022, 1.2817], [3.8690, 1.6728, -1.4762], [-0.9888, -0.0288, 0.0100], [-2.9058, -1.1926, -1.8371], [-0.0812, 1.3509, 0.1931], [0.7734, -0.3233, -0.3135], [-0.1328, 0.0117, 0.6888], [0.3668, -0.7853, -0.0444], [-0.0706, -0.4347, -0.8189], [-1.0382, -0.7226, 0.3280], [-1.7907, 0.3934, -2.2239], [0.2104, -0.0520, -0.0516], [0.2957, 0.4611, -0.4426], [-0.4363, 0.3091, 0.1397], [1.5469, -0.1382, 0.9087]], "total_charge": 0, "e_lumo_ev": 0.46, "smiles": "[H]/N=C(\\N)NC.O.O", "e_above_lowest_kcal_mol": 38.6, "energy_ev": -10816.7028, "homo_energy_ev": -9.316}